Record 1
Entry from the Open Molecules 2025 dataset: a cluster of 2 separate species, C8H12O2 in total (ωB97M-V/def2-TZVPD).

Positions of all 22 atoms, in Å:
C -0.7365 0.0027 -3.9231
O 0.5488 -0.3734 -4.3599
H 1.2131 0.2227 -3.9477
H -1.2530 -0.9272 -4.1552
H -1.0821 0.8013 -4.5136
H -0.6577 0.1462 -2.8855
C 1.5451 -1.8096 2.4249
C 0.6269 -0.4880 0.5925
C 0.6785 -0.6556 2.0073
C -0.1085 0.6200 0.0235
C -0.8427 1.3603 0.8020
C -0.1586 0.0638 2.8411
C -1.0086 1.0698 2.1942
O -1.5938 2.4664 0.3969
H 1.2155 -1.1400 -0.0534
H -0.2490 0.7264 -1.0988
H 1.1924 -2.7903 2.1426
H 1.6008 -1.6890 3.5356
H -0.2817 -0.1915 3.8262
H -1.3923 2.7248 -0.4917
H -1.7700 1.6257 2.7307
H 2.5134 -1.7657 1.9117

Atoms 1-6, force components in eV/Å:
1.0 -2.3 -0.9
2.2 0.7 0.1
-0.6 -0.6 -0.6
-0.9 0.4 0.3
-0.9 1.3 -0.3
-0.8 0.5 1.3

Energy relative to the best compared isomer or geometry (same formula, charge and spin): 1.6082 eV
LUMO energy: 0.62 eV
Kohn-Sham gap: 0.335 Eh
SMILES string: Cc1ccc(O)cc1.CO

These are the Mulliken partial charges, in e, on atoms 1 to 6: 0.03 -0.51 0.29 0.21 0.24 -0.24

Record 2
Entry from the Open Molecules 2025 dataset: the molecule C8H12OS (ωB97M-V/def2-TZVPD).

Positions of all 22 atoms, in Å:
C 0.9728 0.3792 0.0471
C -0.2617 1.0094 -0.2739
C 1.7076 -0.6856 -0.0485
C -1.5683 0.9032 -0.2113
C 3.0566 -0.7708 0.5384
C 1.0745 -2.0197 -0.5381
C -2.4850 2.1017 -0.1503
C -2.1654 -0.5451 -0.0834
O 1.1234 2.8300 1.1324
S 1.2049 2.1299 -0.1403
H 3.8710 -0.8919 -0.1836
H 3.1120 0.0241 1.3179
H 3.0737 -1.7701 0.9432
H 0.2971 -2.4028 0.0860
H 0.4956 -1.7662 -1.3891
H 1.7032 -2.9543 -0.6468
H -1.9597 3.0406 0.1453
H -3.0290 2.1602 -1.0644
H -3.2018 1.9174 0.6391
H -1.8156 -1.0450 0.8051
H -3.2289 -0.4083 -0.0089
H -1.9771 -1.2358 -0.9159

Atoms 1-6, force components in eV/Å:
-1.3 1.2 -1.3
1.8 0.0 -0.3
0.0 -3.3 -0.1
-0.4 -1.0 0.1
0.2 0.0 0.3
0.7 -0.1 0.5

Energy relative to the best compared isomer or geometry (same formula, charge and spin): 3.2873 eV
LUMO energy: 0.25 eV
Kohn-Sham gap: 0.320 Eh

These are the Mulliken partial charges, in e, on atoms 1 to 6: -0.37 -0.62 1.22 1.16 -1.38 -1.27

Record 3
Entry from the Open Molecules 2025 dataset: a cluster of 2 separate species, C8H12P2 in total (ωB97M-V/def2-TZVPD).

Positions of all 22 atoms, in Å:
C -0.9500 0.8067 0.6291
C -0.8503 1.6700 -0.2117
C 0.3445 -1.5511 -0.2242
C 1.4953 -1.1112 -0.3652
C -1.2250 0.2829 1.9398
C -0.7520 2.5673 -1.3184
C -2.2470 -1.8040 -1.0691
C 3.8300 -0.9300 0.4984
P -0.9574 -2.5336 0.0220
P 2.6686 0.0622 -0.5750
H -1.0525 0.9567 2.8587
H -0.7647 -0.7717 2.1079
H -2.2837 0.1367 1.9982
H 0.1444 2.3969 -1.8278
H -0.5303 3.5303 -0.7646
H -1.6664 2.7537 -2.0071
H -2.0377 -0.8046 -1.1617
H -2.3488 -2.0145 -2.1157
H -3.1820 -1.8402 -0.5846
H 3.6695 -0.7303 1.6260
H 3.5442 -1.9762 0.5717
H 4.8584 -0.8084 0.1459

Atoms 1-6, force components in eV/Å:
0.3 2.2 0.1
-0.8 -1.9 0.1
-1.3 -1.8 -0.4
0.8 2.6 -0.7
0.7 -1.8 2.2
-1.4 2.8 0.7

Energy relative to the best compared isomer or geometry (same formula, charge and spin): 3.8786 eV
LUMO energy (spin up / spin down): -1.07 / -1.07 eV
Kohn-Sham gap (spin up / spin down): 0.248 / 0.248 Eh
SMILES string: CP=C=C=PC.CC#CC

These are the Mulliken partial charges, in e, on atoms 1 to 6: 0.24 0.45 0.11 0.18 -1.12 -1.30

Record 4
Entry from the Open Molecules 2025 dataset: a structure of composition C8H13AlO5 (ωB97M-V/def2-TZVPD).

Positions of all 27 atoms, in Å:
Al -1.1813 0.8662 -1.5707
O -0.4509 -0.2348 -0.2328
H -0.0440 -0.4911 0.6177
O -2.0386 1.4652 -0.3946
C -1.6726 1.6892 0.7524
O -1.1262 2.8966 1.1093
C -0.5875 2.9232 2.4319
C -0.6306 1.4224 2.8322
C -1.7787 0.7624 1.9610
H -1.2773 3.5017 3.0465
H 0.4621 3.2169 2.4403
H -0.7993 1.3818 3.9083
H 0.2783 0.9035 2.5278
H -2.7800 0.8858 2.3737
H -1.6265 -0.2883 1.7141
O 0.4192 0.7312 -2.0351
C 0.9037 -0.4108 -2.0675
O 1.4581 -0.8576 -3.1311
C 1.7445 -2.2465 -3.0777
C 1.6000 -2.5857 -1.6015
C 0.8294 -1.4449 -0.9941
H 2.7441 -2.5338 -3.4037
H 1.0044 -2.7527 -3.6975
H 2.6103 -2.6347 -1.1953
H 1.1112 -3.5335 -1.3759
H 1.0593 -0.9574 -0.0468
H -0.2312 -1.6742 -0.8910

Atoms 1-6, force components in eV/Å:
3.3 -3.3 1.4
-5.0 4.9 3.1
-1.9 0.7 -0.6
-4.8 3.9 -0.1
1.9 2.7 5.9
-1.6 -2.8 -3.5

Energy relative to the best compared isomer or geometry (same formula, charge and spin): 0.0000 eV
LUMO energy: -10.86 eV
Net charge: +2
Kohn-Sham gap: 0.212 Eh

These are the Mulliken partial charges, in e, on atoms 1 to 6: 0.44 -0.68 0.18 -0.06 0.89 -0.30

Record 5
Entry from the Open Molecules 2025 dataset: a cluster of 2 separate species, C8H13BNO9PS in total (ωB97M-V/def2-TZVPD).

Positions of all 34 atoms, in Å:
C 1.5159 2.6674 -1.8254
C 0.3227 2.1276 -2.5860
C 0.3596 0.5950 -2.7258
C 0.7842 -0.1664 -1.4631
S -1.2900 -0.0221 -3.1137
O -1.8771 0.9946 -4.2110
P -2.6394 0.3590 -1.3905
N -3.9967 0.8671 -1.9818
H 2.4450 2.2453 -2.1922
H 1.5633 3.7339 -1.9944
H 1.4535 2.5006 -0.7592
H 0.3586 2.5482 -3.5817
H -0.6176 2.4316 -2.1408
H 1.0445 0.3520 -3.5287
H 0.7266 0.4509 -0.5817
H 1.7713 -0.5850 -1.5798
H 0.1168 -1.0119 -1.2876
H -2.3581 0.4242 -4.8373
H -2.7894 -0.8705 -0.7357
H -1.9927 1.2694 -0.5415
H -4.1498 1.8113 -1.6383
B 0.7128 -1.7529 3.4490
O 0.5147 -0.3473 2.9774
C -0.1763 -0.3796 1.8754
O -0.5221 0.5611 1.2034
C -0.4949 -1.8244 1.5192
O -1.1153 -2.1684 0.5422
O 0.0233 -2.6018 2.4340
O 2.1384 -2.0826 3.5392
C 2.4143 -2.4431 4.7965
O 3.4850 -2.7712 5.2042
C 1.1230 -2.3569 5.6056
O 0.9973 -2.6054 6.7641
O 0.1485 -1.9498 4.7863

Atoms 1-6, force components in eV/Å:
-0.1 0.2 0.0
0.2 -0.4 -0.2
0.3 1.0 0.7
-0.6 -0.3 -0.3
1.0 -1.2 -0.5
-0.1 -0.2 0.1

Energy relative to the best compared isomer or geometry (same formula, charge and spin): 0.5291 eV
LUMO energy: -1.61 eV
Kohn-Sham gap: 0.283 Eh

These are the Mulliken partial charges, in e, on atoms 1 to 6: -1.36 -0.55 0.47 -1.30 0.14 -0.37

Record 6
Entry from the Open Molecules 2025 dataset: a cluster of 2 separate species, C8H13BrNO2 in total (ωB97M-V/def2-TZVPD).

Positions of all 25 atoms, in Å:
C 3.4792 0.1792 0.8120
C 3.7908 -1.1904 0.9148
C 2.5727 0.2140 -0.2756
C 2.3689 -1.0677 -0.7794
C -3.3613 0.8034 -0.6036
C -0.7597 -0.5574 1.1707
C -1.1484 -0.4219 -0.3412
C -1.9528 0.8406 -0.4072
N -1.3150 1.9923 -0.3098
O 3.1545 -1.8701 -0.0200
O -1.8630 -1.5697 -0.7680
Br 1.7848 1.7699 -1.0045
H 3.8053 1.0550 1.3152
H 4.3263 -1.6419 1.6153
H -3.2309 0.2987 -1.5995
H -3.9391 0.1094 -0.1203
H -3.7297 1.8191 -0.7300
H -0.0785 -1.3555 1.4359
H -1.7399 -0.7169 1.6143
H -0.4838 0.3938 1.4583
H -0.2408 -0.1978 -0.9326
H -0.2948 2.1433 -0.2112
H 2.0057 -1.5757 -1.6690
H -1.6598 2.8766 -0.2096
H -1.4905 -2.3302 -0.3550

Atoms 1-6, force components in eV/Å:
-0.4 -2.3 -0.9
-2.4 5.1 -2.1
-0.7 -0.9 -1.1
1.3 1.0 0.8
1.1 1.6 -3.0
-2.0 -0.9 -1.5

Energy relative to the best compared isomer or geometry (same formula, charge and spin): 0.0000 eV
LUMO energy: -4.00 eV
Net charge: +1
Kohn-Sham gap: 0.300 Eh

These are the Mulliken partial charges, in e, on atoms 1 to 6: -0.34 -0.60 0.35 -0.33 -1.14 -1.40

Record 7
Entry from the Open Molecules 2025 dataset: a cluster of 4 separate species, C8H13Cl4FO6 in total (ωB97M-V/def2-TZVPD).

Positions of all 32 atoms, in Å:
C 4.7453 -0.9888 2.2069
O 3.4904 -0.7041 1.7175
C 2.7530 -1.5852 1.0022
O 2.9415 -2.7911 0.8120
O 1.8136 -0.9061 0.4762
C 0.8709 -1.4707 -0.4117
H 4.7246 -1.7506 2.9862
H 5.0356 -0.0759 2.7269
H 5.5568 -1.1354 1.4941
H 0.0869 -1.8710 0.2310
H 1.2552 -2.2292 -1.0937
H 0.3829 -0.6819 -0.9843
C -2.4119 0.5030 -2.4277
C -2.7767 -0.8825 -1.8590
O -2.6250 -0.6116 -0.4838
C -1.7792 0.3850 -0.2465
O -1.3419 0.7833 0.8289
O -1.4804 0.9831 -1.4153
F -1.7607 -1.6587 -2.3579
H -3.2755 1.1680 -2.4190
H -2.0352 0.6528 -3.4395
H -3.6944 -1.2604 -2.3097
C -0.7049 3.8732 -2.9950
Cl -0.2518 2.9226 -4.4713
Cl 0.7790 4.3490 -2.1587
H -1.2332 4.7368 -3.3989
H -1.3263 3.2512 -2.3508
C -1.5234 -0.4926 4.1246
Cl -3.0065 -1.4327 4.5160
Cl -0.4257 -1.3393 3.0697
H -1.9056 0.4307 3.6893
H -0.8775 -0.1709 4.9416

Atoms 1-6, force components in eV/Å:
1.4 0.2 1.6
-1.4 -0.1 -1.0
2.1 -3.0 0.0
0.2 2.1 0.9
-1.5 2.3 -1.2
-1.1 -0.5 0.3

Energy relative to the best compared isomer or geometry (same formula, charge and spin): 1.2339 eV
LUMO energy: 0.35 eV
Kohn-Sham gap: 0.394 Eh
SMILES string: O=C1OC[C@@H](F)O1.COC(=O)OC.ClCCl.ClCCl

These are the Mulliken partial charges, in e, on atoms 1 to 6: -0.69 -0.31 0.78 -0.61 -0.17 -0.50

Record 8
Entry from the Open Molecules 2025 dataset: a structure of composition C8H13ClHgO4 (ωB97M-V/def2-TZVPD).

Positions of all 27 atoms, in Å:
C -1.9964 -0.8780 -0.6182
C 1.3259 -0.3952 -1.1071
C -1.0129 0.2641 -0.7918
H -2.4372 -0.8429 0.4028
C 1.3715 1.0410 -0.9726
H 2.3356 -0.6889 -1.4417
H -0.8286 0.3218 -1.8832
H 2.3280 1.4388 -1.3160
C -1.0181 1.6177 -0.2704
H -1.2118 1.7129 0.8119
H -1.7481 2.2241 -0.8223
C -0.8827 -2.0108 -0.7062
H -1.3328 -2.9144 -1.1460
H -0.5749 -2.2555 0.3209
C 0.3888 -1.5766 -1.5143
H 0.0807 -1.4349 -2.5580
H 1.0516 -2.4572 -1.5544
C 0.3903 2.1797 -0.6535
H 0.3092 2.9045 -1.4814
H 0.7587 2.7879 0.2000
Hg 1.5705 0.1091 0.8331
H -2.8198 -0.9981 -1.2927
O 0.9779 -0.2923 4.9432
Cl 0.7212 -0.0137 3.5773
O 0.3693 1.3554 3.2966
O 2.1029 -0.2558 2.7863
O -0.2189 -0.9426 2.9580

Atoms 1-6, force components in eV/Å:
2.6 0.1 2.4
0.1 -3.3 -2.3
-3.8 0.1 -2.3
0.3 -0.3 -0.5
0.5 3.6 -1.5
-0.3 -0.1 0.1

Energy relative to the best compared isomer or geometry (same formula, charge and spin): 0.0751 eV
LUMO energy (spin up / spin down): 0.00 / -0.05 eV
Kohn-Sham gap (spin up / spin down): 0.292 / 0.226 Eh

These are the Mulliken partial charges, in e, on atoms 1 to 6: -0.80 -0.37 -0.15 0.23 -0.86 0.45

Record 9
Entry from the Open Molecules 2025 dataset: the molecule C8H13ClN4O (ωB97M-V/def2-TZVPD).

Positions of all 27 atoms, in Å:
C -1.7130 1.5554 -0.0093
C -2.7864 -0.4365 0.0446
C -1.6633 -1.0823 -0.0486
C -0.4606 -0.2587 -0.2078
C 1.9590 -0.4911 -0.6289
C 2.5685 0.0373 0.6766
C 3.7666 0.8193 0.7133
C 4.8760 -0.2004 0.5734
H -2.9045 2.9879 -0.8312
H -1.0639 3.2564 -1.0312
H -1.7814 -2.1954 -0.3949
H 0.4935 -1.8773 -0.2383
H 1.9432 0.3055 -1.4506
H 2.6415 -1.1702 -1.0280
H 1.7277 0.5704 1.0776
H 2.5522 -0.8049 1.3956
H 3.9465 1.3108 1.8225
H 4.0649 1.6436 0.0297
H 6.0775 -0.0421 0.6223
H 4.7622 -1.0453 1.3967
H 5.5811 -1.4705 -1.1979
N -1.8000 2.9028 -0.3785
N -2.8745 0.9407 0.2861
N 0.6136 -0.9039 -0.2928
N -0.4815 1.0586 -0.0977
O 4.8034 -0.8147 -0.8819
Cl -4.3501 -1.3292 0.2108

Atoms 1-6, force components in eV/Å:
-1.0 1.2 -0.8
-3.5 3.6 2.8
1.8 -3.2 -2.5
-4.4 1.3 1.9
0.0 3.6 -0.2
-4.0 -0.6 0.2

Energy relative to the best compared isomer or geometry (same formula, charge and spin): 3.4569 eV
LUMO energy: 0.51 eV
Kohn-Sham gap: 0.330 Eh
SMILES string: Nc1nc(Cl)cc(NCCCCO)n1

These are the Mulliken partial charges, in e, on atoms 1 to 6: 0.43 0.21 -0.64 1.02 -0.88 -0.56

Record 10
Entry from the Open Molecules 2025 dataset: the molecule C8H13FO (ωB97M-V/def2-TZVPD).

Positions of all 23 atoms, in Å:
C -1.3777 -1.0419 -1.6200
C 2.2404 0.1085 -0.1977
C 1.0121 0.0748 0.2785
C -1.9431 -0.4749 -0.5310
C 3.2803 -0.9318 0.1787
C -3.2392 -1.0505 0.0502
C -0.0163 2.2358 1.1152
C -0.1221 1.1658 0.0686
O -1.4216 0.6099 0.1700
F -0.0636 1.6859 -1.2009
H -0.3461 -0.7826 -1.9446
H -1.6983 -1.9380 -2.0970
H 2.7498 0.8346 -0.8434
H 0.7310 -0.8930 0.7419
H 2.8409 -1.9109 0.5654
H 3.8485 -1.1472 -0.6574
H 4.0400 -0.5382 0.9614
H -2.8405 -1.2977 1.0992
H -3.9735 -0.2076 0.2641
H -3.6345 -1.9025 -0.4564
H -0.3560 1.7931 2.0101
H -0.6698 3.0095 0.8902
H 0.9591 2.5986 1.1550

Atoms 1-6, force components in eV/Å:
1.8 1.0 1.0
1.7 -0.3 0.4
-1.6 0.1 -0.8
0.4 -0.9 -1.9
-0.8 -0.3 2.8
1.7 2.8 3.0

Energy relative to the best compared isomer or geometry (same formula, charge and spin): 1.4529 eV
LUMO energy: 1.02 eV
Kohn-Sham gap: 0.360 Eh
SMILES string: C=C(C)O[C@](C)(F)/C=C/C

These are the Mulliken partial charges, in e, on atoms 1 to 6: -0.96 0.37 -0.74 0.81 -1.20 -1.10

Record 11
Entry from the Open Molecules 2025 dataset: a cluster of 2 separate species, C8H13FOS in total (ωB97M-V/def2-TZVPD).

Positions of all 24 atoms, in Å:
C 4.1637 1.3189 -0.1901
C 2.9136 1.2886 -0.7411
C -2.2478 -2.4203 -0.3016
C -1.8507 -1.1991 -0.3764
C -2.6877 -3.0122 0.9679
C -1.2737 2.4823 0.7549
C 1.9346 0.1522 -0.6301
C 0.7986 0.6149 0.2494
O -0.7607 1.8623 -1.6691
F 1.1415 0.8435 1.5452
S -0.0883 2.0297 -0.3897
H 4.6404 2.2656 -0.3266
H 4.4782 0.5749 0.4760
H 2.4885 2.1508 -1.2689
H -2.3850 -2.9668 -1.2766
H -1.9334 -0.5519 0.4478
H -3.6968 -2.7100 1.1414
H -2.7429 -4.0984 0.9525
H -2.0552 -2.5800 1.8512
H -1.8458 -0.8525 -1.3859
H -2.0158 3.2514 0.4132
H -0.9250 2.4744 1.6952
H 2.5212 -0.7249 -0.2719
H 1.4284 -0.1934 -1.6668

Atoms 1-6, force components in eV/Å:
-3.7 1.2 -1.7
1.5 0.0 0.1
-0.7 -2.5 -1.1
-0.3 1.3 -1.6
1.1 -0.1 1.8
-0.6 0.5 -3.4

Energy relative to the best compared isomer or geometry (same formula, charge and spin): 4.7267 eV
LUMO energy (spin up / spin down): -0.66 / -0.96 eV
Kohn-Sham gap (spin up / spin down): 0.289 / 0.270 Eh
SMILES string: C=CCC(F)=S(=C)=O.C=CC

These are the Mulliken partial charges, in e, on atoms 1 to 6: -0.87 0.05 0.35 -0.97 -1.08 -0.86

Record 12
Entry from the Open Molecules 2025 dataset: a cluster of 2 separate species, C8H13FOSi2 in total (ωB97M-V/def2-TZVPD).

Positions of all 25 atoms, in Å:
C -3.9586 0.4649 1.1801
C -2.6800 0.8617 1.3848
C -4.2254 0.0332 -0.1998
C -3.0550 0.1600 -0.8452
C -2.0569 0.7866 0.0397
C 2.7620 -0.9146 1.4754
C 0.6431 -1.5637 -0.7021
C 3.0571 0.1937 -1.4644
O -0.9832 1.3074 -0.2543
F 1.3957 3.0072 -0.3554
Si 1.4484 2.0761 0.9803
Si 1.8170 -0.0779 0.1036
H -4.9144 0.4958 1.6739
H -2.0086 1.3503 2.0776
H -5.0759 -0.5675 -0.3870
H -2.7871 0.0290 -1.9149
H 3.4623 -1.6089 1.0221
H 3.5950 -0.2083 1.7874
H 2.1749 -1.1065 2.3726
H -0.3272 -1.1561 -0.8627
H 1.1315 -1.7305 -1.7092
H 0.6644 -2.4802 -0.1103
H 4.0657 -0.1746 -1.3347
H 2.9076 -0.4066 -2.3938
H 2.9477 1.2295 -1.5636

Atoms 1-6, force components in eV/Å:
-0.1 0.9 0.9
-0.6 -0.1 -0.6
3.2 -0.7 -0.1
-0.5 0.0 -3.0
0.9 1.0 0.3
1.9 2.0 0.2

Energy relative to the best compared isomer or geometry (same formula, charge and spin): 4.1567 eV
LUMO energy: -1.55 eV
Kohn-Sham gap: 0.224 Eh

These are the Mulliken partial charges, in e, on atoms 1 to 6: -0.17 -0.94 -0.47 -0.41 0.90 -1.13